{
  "formula": "C46H45N9O5S3SeSr",
  "method": "ωB97M-V/def2-TZVPD",
  "species": ["Sr", "C", "C", "C", "C", "C", "C", "C", "C", "N", "C", "C", "C", "C", "N", "C", "C", "C", "C", "C", "C", "C", "C", "H", "H", "H", "H", "H", "H", "H", "H", "H", "H", "H", "H", "H", "H", "H", "H", "H", "H", "H", "H", "H", "H", "H", "H", "Se", "N", "C", "C", "C", "C", "N", "C", "N", "H", "H", "H", "O", "S", "C", "C", "C", "C", "C", "C", "C", "C", "C", "C", "C", "C", "H", "H", "H", "H", "H", "H", "H", "H", "H", "H", "O", "N", "C", "C", "N", "C", "N", "O", "S", "O", "O", "S", "C", "C", "C", "C", "C", "C", "N", "H", "H", "H", "H", "H", "H", "H", "H"],
  "positions_angstrom": [[0.57399, 0.68501, 0.14088], [-2.02794, -2.44418, 1.01815], [-2.35240, -2.77323, -0.41381], [-3.66004, -3.03463, -0.81134], [-3.96299, -3.35588, -2.12612], [-2.94020, -3.40755, -3.06176], [-1.62109, -3.14874, -2.70384], [-0.52249, -3.18388, -3.73379], [-1.33245, -2.83616, -1.36647], [0.00047, -2.49775, -1.02652], [0.88445, -3.39252, -0.88695], [0.58461, -4.87886, -0.87119], [2.33950, -3.02168, -0.68087], [3.35501, -3.99666, -1.23666], [2.63932, -1.96304, -0.06432], [3.97179, -1.61523, 0.29088], [4.92438, -1.14145, -0.62614], [4.62648, -0.96711, -2.09001], [6.18597, -0.78945, -0.14195], [6.51481, -0.89662, 1.19817], [5.56520, -1.37215, 2.09190], [4.29671, -1.73405, 1.65881], [3.26745, -2.25774, 2.62343], [-2.92961, -2.15312, 1.56030], [-1.30222, -1.63393, 1.06971], [-1.58352, -3.29966, 1.53303], [-4.45093, -2.96929, -0.07120], [-4.98879, -3.54869, -2.42112], [-3.16482, -3.64675, -4.09708], [-0.94489, -3.23993, -4.73965], [0.13155, -4.05455, -3.59488], [0.09849, -2.28723, -3.66193], [-0.48509, -5.04301, -0.97116], [0.91706, -5.30370, 0.08073], [1.09731, -5.40680, -1.67788], [3.17767, -4.13747, -2.30728], [3.27798, -4.96931, -0.74714], [4.35985, -3.61208, -1.09424], [3.89763, -1.68081, -2.46615], [5.54474, -1.04110, -2.67785], [4.18187, 0.01055, -2.25771], [6.92215, -0.41748, -0.84864], [7.50234, -0.61109, 1.54218], [5.80043, -1.45620, 3.14914], [3.59355, -2.12621, 3.65825], [3.06825, -3.32191, 2.46128], [2.32291, -1.73839, 2.46659], [1.13458, 3.85338, 4.56730], [2.77052, 4.42822, 4.23887], [3.25145, 3.57732, 3.34707], [4.54618, 3.65226, 2.77329], [4.87865, 2.71348, 1.86183], [3.94208, 1.70782, 1.48641], [2.74420, 1.55610, 1.98336], [2.38396, 2.47692, 2.94497], [1.20842, 2.44767, 3.54542], [5.22955, 4.43511, 3.07574], [5.85385, 2.71521, 1.39463], [4.21363, 0.99414, 0.71416], [-1.86298, 0.01513, -0.95645], [-2.76394, 1.08023, -0.42283], [-4.42200, 0.57224, -0.97436], [-5.54205, 0.95710, -0.25467], [-6.79698, 0.51484, -0.65508], [-6.92097, -0.31124, -1.76711], [-5.78780, -0.69640, -2.47834], [-4.53308, -0.26080, -2.07716], [-2.77554, 2.50906, -1.51844], [-3.21348, 3.69688, -0.94960], [-3.25942, 4.84421, -1.72877], [-2.84760, 4.79412, -3.05631], [-2.38206, 3.60093, -3.60080], [-2.34391, 2.44883, -2.83293], [-5.43338, 1.60177, 0.61463], [-7.67947, 0.80563, -0.09697], [-7.90119, -0.66483, -2.06889], [-5.88169, -1.34449, -3.34268], [-3.62830, -0.57703, -2.59270], [-3.47085, 3.73081, 0.11010], [-3.58011, 5.77899, -1.28377], [-2.86850, 5.69213, -3.66467], [-2.02032, 3.57466, -4.62042], [-1.94210, 1.52226, -3.23147], [0.45531, -0.79705, 2.00277], [0.14058, -0.56834, 3.18908], [0.05272, -1.61158, 3.99053], [0.26524, -2.98362, 3.59636], [0.44227, -4.07955, 3.28730], [-0.31696, -1.37356, 5.36198], [-0.61947, -1.23837, 6.46609], [2.01369, 2.45728, -3.18272], [1.49774, 1.35418, -2.39090], [2.35838, 1.10562, -1.18239], [0.12312, 1.62032, -1.88881], [1.44199, -0.31708, -3.50168], [-2.37958, 1.44597, 2.94036], [-1.82401, 2.64085, 2.22449], [-2.08524, 3.96670, 2.53722], [-1.22595, 4.74392, 1.71090], [-0.50811, 3.84196, 0.94062], [0.52181, 4.17235, -0.10205], [-0.86644, 2.54677, 1.24225], [-3.29452, 1.71719, 3.47537], [-1.65535, 1.07181, 3.66763], [-2.60324, 0.61849, 2.26295], [-2.82561, 4.32609, 3.24544], [-1.15100, 5.82397, 1.67910], [0.66155, 5.25195, -0.15601], [0.22940, 3.81453, -1.08859], [1.49791, 3.71823, 0.12159]],
  "atomic_forces_ev_per_a": [[-0.948, -1.053, 2.137], [-0.107, -0.031, -0.203], [-0.019, -0.072, 0.226], [0.088, -0.132, 0.008], [0.141, -0.169, 0.056], [-0.117, -0.032, 0.027], [0.158, 0.054, -0.007], [-0.046, -0.123, 0.005], [-0.031, -0.084, -0.217], [0.182, 0.162, 0.128], [-0.208, -0.171, 0.087], [0.073, 0.103, -0.038], [0.117, -0.068, -0.094], [-0.139, -0.013, 0.048], [-0.026, 0.471, 0.282], [0.101, -0.214, 0.015], [-0.094, -0.064, -0.041], [0.056, -0.048, 0.136], [0.017, 0.032, -0.027], [-0.058, -0.001, -0.011], [-0.004, 0.031, 0.016], [-0.155, -0.066, -0.069], [0.161, 0.033, -0.078], [-0.003, 0.004, -0.006], [-0.099, -0.100, 0.025], [0.022, 0.001, -0.021], [0.009, 0.016, -0.009], [0.054, 0.008, 0.024], [0.034, 0.018, 0.022], [0.008, -0.019, 0.048], [-0.065, 0.051, -0.012], [-0.081, -0.063, 0.015], [-0.018, -0.024, 0.008], [0.023, 0.025, -0.038], [0.016, 0.013, 0.019], [-0.008, -0.015, 0.057], [-0.033, -0.005, -0.020], [0.052, -0.013, 0.000], [0.006, 0.055, -0.017], [-0.015, -0.033, 0.031], [-0.091, 0.082, -0.049], [-0.047, -0.022, 0.009], [-0.015, 0.000, 0.012], [-0.021, -0.007, -0.068], [0.000, 0.006, -0.082], [-0.002, 0.075, -0.001], [0.041, -0.043, 0.002], [-0.572, 0.217, 0.423], [0.063, -0.101, -0.190], [-0.134, -0.245, -0.061], [0.197, 0.051, 0.008], [0.239, 0.126, 0.036], [-0.518, -0.601, -0.233], [0.175, 0.482, 0.214], [0.247, 0.282, 0.024], [0.089, -0.264, -0.396], [-0.036, 0.048, -0.006], [-0.015, -0.051, -0.070], [0.040, 0.127, -0.009], [0.088, 0.334, 0.214], [-1.001, -0.023, -0.433], [0.097, -0.269, -0.002], [-0.023, 0.102, 0.096], [0.008, -0.032, -0.067], [0.086, 0.007, 0.005], [-0.100, 0.154, 0.026], [0.071, 0.077, -0.062], [0.195, 0.238, 0.156], [0.039, -0.071, 0.195], [0.019, -0.024, -0.122], [-0.034, -0.039, 0.086], [-0.075, 0.125, 0.008], [-0.002, -0.285, -0.043], [0.012, -0.092, -0.066], [0.034, 0.006, 0.007], [0.046, 0.022, -0.012], [0.016, 0.019, 0.055], [-0.132, 0.026, 0.092], [0.117, 0.003, -0.145], [0.012, -0.021, -0.030], [0.028, -0.024, 0.034], [0.007, -0.018, -0.009], [-0.011, 0.103, 0.089], [0.098, -0.667, -0.092], [-0.135, 0.200, 0.716], [-0.187, -0.628, 0.773], [-0.003, 0.464, -0.058], [-0.033, -0.056, 0.008], [0.071, -0.079, -0.379], [0.036, 0.021, -0.022], [0.007, 0.100, 0.197], [0.750, 0.433, -2.119], [0.809, 0.231, -0.641], [0.253, 0.426, -0.895], [0.074, 0.164, 0.056], [0.155, 0.107, -0.009], [0.128, 0.077, 0.030], [-0.044, -0.007, -0.104], [0.025, -0.041, 0.032], [-0.075, 0.026, 0.170], [-0.076, -0.164, 0.123], [-0.131, 0.530, 0.254], [0.000, -0.022, -0.043], [-0.046, -0.040, -0.008], [-0.031, -0.043, -0.012], [0.130, -0.064, 0.006], [0.023, -0.034, -0.067], [0.042, 0.054, 0.045], [0.024, 0.010, -0.047], [-0.043, 0.055, -0.057]],
  "lowdin_charge": [1.4178, -0.0294, -0.2157, -0.0642, -0.1279, -0.0662, -0.2029, -0.0584, -0.2158, 0.1944, -0.2472, -0.0152, -0.2495, -0.0123, 0.1926, -0.1922, -0.2224, -0.0523, -0.0739, -0.1128, -0.0702, -0.2058, -0.0389, 0.0845, 0.0362, 0.0711, 0.1113, 0.0905, 0.0998, 0.0735, 0.0714, -0.0464, 0.0808, 0.0879, 0.0727, 0.0936, 0.0791, 0.0735, 0.0345, 0.0785, 0.0545, 0.1037, 0.0895, 0.1026, 0.0826, 0.0764, 0.0366, 1.1344, -0.2536, -0.4108, -0.0211, -0.0403, -0.1138, 0.1260, -0.4327, -0.1938, 0.1088, 0.1028, 0.0925, -0.5267, 1.0224, -0.3276, -0.0781, -0.0983, -0.1015, -0.0909, -0.0746, -0.3464, -0.0816, -0.0836, -0.0964, -0.0694, -0.0672, 0.1119, 0.0935, 0.0909, 0.0994, 0.1158, 0.1041, 0.0969, 0.0903, 0.1030, 0.1169, -0.3492, -0.0428, -0.3136, -0.2168, 0.1465, -0.2119, 0.1069, -0.4168, -0.0227, -0.6420, -0.6359, 0.2591, -0.0698, -0.4573, -0.1397, -0.1382, -0.4204, -0.0421, -0.0519, 0.0680, 0.0462, 0.0343, 0.0734, 0.0746, 0.0713, 0.0554, 0.0637],
  "homo_ev": -1.922,
  "charge": -2
}

{
  "formula": "C32H36BrO4TeY",
  "method": "ωB97M-V/def2-TZVPD",
  "species": ["Y", "C", "C", "O", "C", "C", "O", "C", "C", "O", "C", "C", "O", "H", "H", "H", "H", "H", "H", "H", "H", "H", "H", "H", "H", "H", "H", "H", "H", "C", "C", "C", "C", "C", "C", "H", "H", "H", "H", "H", "H", "Br", "C", "C", "C", "C", "C", "C", "H", "H", "H", "H", "Te", "C", "C", "C", "C", "C", "C", "C", "C", "C", "C", "C", "C", "H", "H", "H", "H", "H", "H", "H", "H", "H", "H"],
  "positions_angstrom": [[-0.08650, -0.28611, 0.69488], [3.00148, 1.72824, 1.41230], [3.18730, 1.08719, 0.03506], [2.61148, -0.21768, 0.00068], [3.45390, -1.24002, 0.53912], [2.60497, -2.50484, 0.68245], [1.49508, -2.28823, 1.55430], [1.79244, -2.53777, 2.93654], [0.78462, -1.76304, 3.79286], [0.64373, -0.43668, 3.28916], [1.48612, 0.54154, 3.90273], [1.30967, 1.84209, 3.11139], [1.60467, 1.65886, 1.72687], [3.33518, 2.77178, 1.39602], [3.58535, 1.18954, 2.16542], [4.24394, 1.06141, -0.24628], [2.64637, 1.67039, -0.71478], [3.84960, -0.93174, 1.51423], [4.29235, -1.43527, -0.13737], [3.22231, -3.33819, 1.03130], [2.17649, -2.76107, -0.29274], [2.80682, -2.20438, 3.17413], [1.71473, -3.61262, 3.12883], [1.10369, -1.75672, 4.83838], [-0.20773, -2.22218, 3.73498], [2.53007, 0.20333, 3.89703], [1.17376, 0.70125, 4.94111], [1.92446, 2.63936, 3.53849], [0.25560, 2.13713, 3.14115], [-2.62821, -2.93806, -1.67964], [-1.43398, -3.56420, -1.34247], [-1.00234, -3.57382, -0.02322], [-1.77757, -2.97012, 0.96707], [-2.98255, -2.35718, 0.62631], [-3.39631, -2.33046, -0.69707], [-2.98067, -2.96199, -2.70145], [-0.86713, -4.08186, -2.10422], [-0.10533, -4.11723, 0.24341], [-1.50614, -3.08482, 2.01003], [-3.62401, -1.95013, 1.39543], [-4.33707, -1.86686, -0.95081], [-6.41055, 1.21559, 3.29492], [-4.65505, 0.94644, 2.61537], [-4.37696, 1.19094, 1.27970], [-3.10648, 0.94668, 0.78417], [-2.06111, 0.47304, 1.59192], [-2.37666, 0.28517, 2.94940], [-3.64731, 0.50445, 3.45588], [-5.15233, 1.57004, 0.63218], [-2.94838, 1.13673, -0.27182], [-1.62793, -0.04496, 3.65878], [-3.85117, 0.32477, 4.50029], [-0.52872, -0.45363, -2.39018], [1.09580, 0.03345, -3.71884], [1.25548, -0.76891, -4.84181], [2.25030, -0.46766, -5.75740], [3.08006, 0.62237, -5.54800], [2.91692, 1.41767, -4.42487], [1.92014, 1.12795, -3.50927], [-1.22237, 1.57605, -2.26316], [-0.68866, 2.47939, -1.35115], [-1.18951, 3.77028, -1.28953], [-2.23073, 4.15570, -2.12088], [-2.75638, 3.25628, -3.03392], [-2.24777, 1.96925, -3.11203], [0.59756, -1.61242, -5.00683], [2.37167, -1.08023, -6.63818], [3.84935, 0.85749, -6.26601], [3.56378, 2.26715, -4.26356], [1.77076, 1.77142, -2.65301], [0.12411, 2.19003, -0.67726], [-0.76102, 4.47457, -0.59181], [-2.63947, 5.15196, -2.05250], [-3.55978, 3.55131, -3.69099], [-2.65822, 1.26280, -3.82121]],
  "atomic_forces_ev_per_a": [[1.137, -0.502, 1.332], [0.140, -0.328, -0.432], [-0.200, 0.452, 0.287], [-0.392, -0.124, 0.161], [-0.296, -0.467, 0.154], [0.323, 0.362, -0.456], [-0.324, 0.481, 0.046], [-0.274, 0.240, 0.363], [0.061, -0.419, -0.382], [-0.059, 0.094, -0.513], [0.064, 0.519, -0.254], [-0.349, -0.298, 0.464], [-0.231, -0.498, -0.442], [-0.076, -0.108, -0.004], [-0.067, 0.062, 0.010], [-0.071, -0.022, 0.035], [0.101, -0.049, 0.070], [0.003, -0.019, -0.079], [-0.059, 0.051, 0.031], [-0.114, 0.053, -0.036], [0.110, -0.045, 0.097], [0.009, -0.027, -0.140], [0.058, 0.107, 0.055], [-0.056, -0.007, -0.070], [0.129, 0.068, 0.035], [-0.099, -0.003, 0.000], [0.049, -0.009, -0.110], [-0.060, -0.056, -0.044], [0.157, 0.030, 0.099], [-0.091, -0.244, 0.131], [-0.095, -0.122, -0.053], [0.119, -0.040, -0.130], [0.030, 0.147, -0.005], [0.014, -0.042, 0.098], [0.013, -0.041, -0.089], [0.018, 0.039, -0.047], [0.071, -0.002, -0.021], [0.032, 0.022, 0.032], [0.024, 0.069, 0.042], [0.060, 0.111, 0.043], [-0.100, 0.038, -0.035], [0.428, -0.036, -0.175], [-0.217, 0.036, 0.102], [-0.188, 0.020, -0.090], [0.062, 0.039, 0.071], [0.377, 0.254, 0.114], [-0.028, 0.025, -0.132], [-0.118, -0.077, 0.153], [-0.098, 0.008, -0.076], [0.004, 0.029, -0.076], [0.063, -0.038, -0.026], [-0.066, 0.019, 0.101], [0.254, 1.145, -0.782], [-0.102, -0.248, 0.304], [-0.264, -0.113, 0.252], [0.091, 0.049, -0.042], [-0.012, -0.068, -0.036], [0.006, 0.022, -0.004], [-0.124, 0.004, 0.237], [0.069, -0.514, -0.031], [0.073, -0.266, 0.107], [0.074, 0.097, 0.125], [0.049, -0.046, 0.058], [0.044, -0.057, -0.033], [-0.097, -0.230, -0.031], [0.019, -0.026, -0.070], [-0.005, -0.046, -0.049], [0.090, 0.019, -0.075], [0.019, 0.089, -0.008], [-0.010, 0.055, -0.009], [0.006, 0.142, -0.109], [-0.026, 0.053, 0.080], [0.030, 0.103, -0.001], [-0.073, 0.039, -0.049], [-0.042, 0.044, -0.045]],
  "lowdin_charge": [1.5440, -0.1359, -0.1440, -0.2291, -0.1396, -0.1437, -0.2463, -0.1263, -0.1361, -0.2497, -0.1318, -0.1363, -0.2143, 0.1518, 0.1256, 0.1509, 0.1105, 0.1296, 0.1522, 0.1500, 0.1365, 0.1328, 0.1508, 0.1494, 0.1263, 0.1326, 0.1525, 0.1489, 0.1382, -0.1455, -0.1438, -0.1173, -0.1286, -0.0814, -0.0667, 0.1154, 0.1161, 0.1084, 0.1039, 0.1167, 0.1221, 0.7836, -0.6733, -0.1173, -0.1486, -0.3093, -0.1461, -0.1227, 0.1077, 0.0745, 0.0783, 0.1071, 1.4660, -0.4766, -0.1401, -0.0579, -0.0526, -0.0608, -0.1374, -0.5228, -0.1834, -0.0546, -0.0413, -0.0440, -0.1233, 0.0962, 0.1182, 0.1170, 0.1147, 0.0752, 0.0634, 0.1171, 0.1199, 0.1205, 0.1039],
  "homo_ev": -13.224,
  "e_above_lowest_ev": 1.105,
  "charge": 2
}

{
  "formula": "C4H9NO2P",
  "method": "ωB97M-V/def2-TZVPD",
  "species": ["N", "C", "C", "C", "P", "O", "C", "O", "H", "H", "H", "H", "H", "H", "H", "H", "H"],
  "positions_angstrom": [[1.18846, -1.38934, -0.69731], [0.70974, -1.54271, 0.70532], [-0.45684, -0.49637, 0.97358], [-0.16404, 1.00388, 0.93294], [-0.23589, 1.63797, -0.86401], [0.44588, 2.97344, -0.80806], [-0.75359, 0.84473, -2.28452], [-1.75954, 1.54333, -1.29025], [1.82136, -0.66228, -0.71533], [0.27928, -0.96566, -1.12720], [1.47030, -1.32640, 1.41137], [0.36104, -2.54839, 0.82074], [-1.23576, -0.56596, 0.21657], [-0.85894, -0.77596, 1.97405], [-0.90702, 1.28246, 1.66118], [0.86449, 1.22541, 1.26490], [-0.76892, -0.23816, -2.17397]],
  "atomic_forces_ev_per_a": [[-3.786, -1.224, 0.109], [-1.445, 2.053, -1.489], [0.731, -1.640, 0.672], [1.278, -1.539, -1.091], [0.213, 2.646, 1.641], [0.114, -0.633, -0.015], [1.008, -0.306, -0.674], [-1.080, -0.349, 0.374], [1.682, 1.983, -0.235], [2.545, -1.029, 0.210], [1.011, -0.027, 0.702], [-0.331, -0.597, 0.323], [-0.397, -0.861, 0.082], [-0.114, 0.181, -0.550], [-0.202, 1.623, -0.245], [-0.444, 0.149, 0.177], [-0.784, -0.429, 0.010]],
  "nbo_charge": [-0.8552, -0.2182, -0.4188, -0.7528, 1.9297, -1.1320, -0.6427, -0.8862, 0.3407, 0.3616, 0.1687, 0.1711, 0.2106, 0.1751, 0.2324, 0.2081, 0.1079],
  "homo_ev": -3.158,
  "e_above_lowest_ev": 4.041,
  "smiles": "NCCC[P@@]1([O-])=CO1",
  "charge": -1
}

Energy (computed, eV): -170771.29154 -120322.33443 -19166.54021
HOMO-LUMO gap (computed, eV): 5.3 7.5 6.9
LUMO energy (computed, eV): 3.4 -5.7 3.8